Here is a molecular structure, C34H63BFNbO17P at a distorted geometry from OMol25. Energies are from the ωB97M-V functional and the def2-TZVPD basis.

```
! wB97M-V def2-TZVPD RIJCOSX def2/J DEFGRID3
* xyz -1 1
C -3.72153 2.75931 -4.27027
C -2.63861 3.07145 -3.13559
O -3.22382 3.09693 -1.81034
C -3.69338 1.83124 -1.38728
O -4.58413 1.83766 -0.49310
C -3.17732 0.40970 -1.87271
C -2.52709 -0.51064 -0.72577
C -1.61255 0.23244 0.34340
Nb 0.62387 0.26908 -0.07873
C 2.89107 0.47024 -0.29005
C 3.72760 -0.82943 -0.59845
F 3.02874 -2.02295 -0.96532
C 0.78348 -1.65677 1.18633
C 2.03783 -1.69226 2.18833
C 1.61119 -2.07574 3.70059
O 1.80618 -3.48111 4.01432
C 0.46808 2.27183 -1.23049
B 1.09705 3.53086 -0.38596
O 0.32208 4.48419 0.35504
O 2.53656 3.69366 -0.39704
O 0.40762 -0.91747 -1.75009
C 0.39482 -0.31286 -3.03689
C 1.86343 -0.00552 -3.66283
P 0.83732 1.57453 2.12316
O -0.44644 2.42351 2.45779
H -4.36106 3.68108 -4.51872
H -4.41769 1.88731 -4.02519
H -3.14672 2.46702 -5.21594
H -1.74096 2.35242 -3.16377
H -2.18606 4.11213 -3.33842
H -4.11692 -0.15783 -2.22586
H -2.48021 0.42211 -2.77199
H -3.42964 -0.93632 -0.13791
H -2.06757 -1.41370 -1.24464
H -1.92127 1.30970 0.59917
H -1.73662 -0.34351 1.33934
H 3.30081 0.93442 0.68692
H 3.08902 1.25507 -1.09475
H 4.40851 -1.04162 0.30892
H 4.46415 -0.59285 -1.45749
H 0.85644 -2.54511 0.46013
H -0.17676 -1.84095 1.80345
H 2.80376 -2.46617 1.80642
H 2.61498 -0.70734 2.27259
H 0.52701 -1.79486 3.91128
H 2.25219 -1.47706 4.44812
H 1.06488 -3.76051 4.59639
H -0.64428 2.50127 -1.34162
H 1.04274 2.26796 -2.21244
H -0.63733 4.26918 0.28826
H 2.78743 4.59291 -0.08218
H 0.00026 -1.14301 -3.75311
H -0.34419 0.54263 -3.20633
H 2.40310 0.85094 -3.15864
H 2.51933 -0.94357 -3.69476
H 1.65048 0.26151 -4.76753
H 0.93307 0.64063 3.23782
H 2.05372 2.36503 2.22627
O -4.43108 -0.82291 -4.50121
C -4.47527 -2.02267 -4.43487
O -4.88495 -2.70790 -3.33367
C -4.70950 -4.11154 -3.55411
C -4.68068 -4.27784 -5.05616
C -4.05044 -2.97983 -5.51563
H -3.77294 -4.42399 -3.08290
H -5.53475 -4.66059 -3.09760
H -4.13917 -5.16808 -5.38059
H -5.70301 -4.34607 -5.44155
H -2.95962 -3.03912 -5.53011
H -4.43216 -2.66877 -6.48766
O 3.69645 6.96403 0.16685
C 3.12537 7.54256 -0.72021
O 1.81808 7.91133 -0.66840
C 1.43259 8.47573 -1.92581
C 2.72185 8.93221 -2.56917
C 3.72071 7.91993 -2.04984
H 0.92490 7.70479 -2.51280
H 0.74251 9.30478 -1.75971
H 2.66759 8.97701 -3.65834
H 2.98614 9.92981 -2.20354
H 3.76761 7.03121 -2.68396
H 4.71093 8.35791 -1.92652
O -0.29046 -4.76019 6.41436
C -1.19719 -5.15756 5.72662
O -1.19454 -6.35551 5.08393
C -2.37036 -6.46141 4.27224
C -3.35978 -5.49256 4.87730
C -2.45935 -4.40087 5.41519
H -2.10805 -6.19969 3.24298
H -2.73891 -7.48851 4.29249
H -4.10444 -5.13581 4.16400
H -3.88975 -5.97260 5.70613
H -2.24236 -3.64202 4.65934
H -2.87408 -3.94276 6.31312
O 3.19517 4.06376 -4.61655
C 3.81229 3.22176 -5.21337
O 3.84504 1.90762 -4.86108
C 4.75676 1.20961 -5.71550
C 4.86875 2.06030 -6.95955
C 4.68855 3.46078 -6.41398
H 5.71343 1.10685 -5.19453
H 4.36510 0.21479 -5.93462
H 5.80753 1.91570 -7.49722
H 4.04820 1.82503 -7.64478
H 5.63518 3.89447 -6.08324
H 4.19700 4.11340 -7.13504
O -3.11671 -4.26854 9.34464
C -2.00352 -4.31976 9.80128
O -1.28912 -3.23152 10.19305
C 0.02725 -3.64124 10.58063
C -0.09749 -5.10781 10.92227
C -1.18741 -5.57017 9.97846
H 0.70765 -3.46588 9.74244
H 0.35940 -3.04905 11.43506
H 0.83952 -5.65649 10.81380
H -0.43608 -5.22049 11.95732
H -0.78462 -5.87297 9.00885
H -1.78422 -6.37050 10.41552
*
```

E_LUMO	2.1053	eV
F_max	5.42	eV/Å
E_tot	-3135.41382	hartree
M	897.551	g/mol
gap between HOMO and LUMO	6.7	eV

Here is 2 unconnected molecules or ions with the total composition C6H8N3O2 at a distorted geometry from OMol25. Energies are from the ωB97M-V functional and the def2-TZVPD basis.

```
! wB97M-V def2-TZVPD RIJCOSX def2/J DEFGRID3
* xyz 1 1
C -4.43784 0.13127 -0.70309
C -3.42109 -0.40898 -0.06429
C -0.76581 1.22129 0.51297
C 1.66394 1.14734 0.09253
C 0.11185 -0.87856 -0.44161
C 0.25880 0.51157 -0.01848
N -5.11543 0.89704 -1.21489
N -3.10578 -1.50519 0.45949
N -2.11655 0.96740 0.61974
O -2.84492 1.71881 1.26005
O -2.08934 -1.94959 0.96435
H 2.06341 1.33632 1.13378
H 1.48735 2.19098 -0.29182
H 2.35875 0.43170 -0.44578
H -0.52154 -0.95762 -1.27453
H -0.45652 -1.30393 0.47516
H 1.08236 -1.46828 -0.52661
H -0.59014 2.24873 0.88640
H -4.04635 -2.17595 0.44796
*
```

E_LUMO (alpha / beta)	-6.4642 / -6.4678	eV
F_max	5.55	eV/Å
E_tot	-547.57920	hartree
M	154.149	g/mol
relative energy (zero: lowest compared OMol25 entry of this formula, charge and spin)	756.3	kJ/mol
gap between HOMO and LUMO (alpha / beta)	8.1 / 8.1	eV

Here is a molecular structure, C38H65FGe2MgN7PS2 from OMol25. Energies are from the ωB97M-V functional and the def2-TZVPD basis.

```
! wB97M-V def2-TZVPD RIJCOSX def2/J DEFGRID3
* xyz 0 1
Mg 0.12013 -0.79274 1.17235
C -3.37404 1.18126 4.54339
C -2.41981 0.24067 3.79559
Ge -1.18391 1.08050 2.43382
C -0.29441 2.44801 3.62094
C 0.37423 3.57814 2.81956
C -2.52135 2.39676 1.72393
C -3.02517 2.60306 0.50327
Ge -2.14530 1.62079 -0.94996
C -2.88603 0.89088 -2.62452
C -3.38975 1.82518 -3.73250
C -0.38352 2.41401 -1.18240
C -0.36382 3.61308 -2.14476
C -3.93550 3.72319 0.11871
C -4.40112 4.66521 1.04491
C -5.19125 5.73193 0.64874
C -5.55424 5.89266 -0.68571
C -5.11418 4.96626 -1.61718
C -4.31655 3.90279 -1.21301
H -3.99524 0.63188 5.25936
H -4.04970 1.69389 3.85060
H -2.83152 1.94734 5.10761
H -3.00005 -0.51778 3.26846
H -1.79089 -0.29686 4.51611
H 0.43488 1.96379 4.28453
H -1.06898 2.87371 4.27204
H 1.18560 3.20328 2.18683
H 0.79350 4.35569 3.46730
H -0.34844 4.06297 2.15309
H -2.83757 3.10055 2.50225
H -3.65669 0.17481 -2.33142
H -2.02010 0.32481 -2.97878
H -4.33244 2.30661 -3.46351
H -3.56965 1.26710 -4.65590
H -2.66626 2.61259 -3.96226
H 0.28678 1.61843 -1.50275
H -0.06630 2.71491 -0.18276
H -0.63373 3.31788 -3.16409
H 0.63331 4.05963 -2.18934
H -1.06243 4.39385 -1.82686
H -4.13769 4.57055 2.09148
H -5.52268 6.45254 1.38874
H -6.16824 6.73122 -0.99153
H -5.38890 5.06864 -2.66125
H -3.97016 3.19320 -1.95892
C 2.73909 0.72586 2.73239
C 2.27926 -0.49766 3.44868
N 1.23321 -1.22486 3.12388
C 0.97126 -2.20482 4.08897
C 1.88339 -2.26292 5.08737
S 3.05888 -1.04183 4.88794
C -0.24525 -3.02391 4.01865
C -0.57550 -4.06213 4.82804
S -2.13152 -4.64352 4.42307
C -2.25355 -3.43829 3.17556
N -1.20544 -2.68645 3.09894
C -3.47255 -3.31075 2.31370
H 2.58930 0.57614 1.66015
H 3.77866 0.96170 2.95794
H 2.11534 1.57347 3.03714
H 1.90849 -2.93046 5.93827
H -0.00730 -4.50810 5.63312
H -4.36868 -3.19554 2.92556
H -3.59816 -4.20171 1.69158
H -3.36268 -2.43500 1.67248
F -1.73448 -0.05288 -0.38424
C 0.60009 -1.13016 -3.01392
C 2.06874 -0.64533 -2.97090
C 2.86016 -1.27057 -4.12381
C 2.06812 0.88359 -3.18149
P 2.69240 -0.95210 -1.18198
N 1.66139 -0.58134 -0.10696
C 3.26651 -2.78067 -1.14041
C 2.14332 -3.62971 -1.75957
C 3.35246 -3.18620 0.34653
C 4.57123 -3.13630 -1.85647
C 4.28383 0.09902 -1.01599
C 5.04840 -0.44883 0.20768
C 3.85223 1.55125 -0.69897
C 5.24812 0.09830 -2.20952
H 0.02726 -0.53517 -3.73898
H 0.13370 -1.02153 -2.02826
H 0.53091 -2.17839 -3.31668
H 2.44912 -0.90022 -5.07164
H 2.79722 -2.35814 -4.14706
H 3.91651 -0.98968 -4.09316
H 1.36945 1.14549 -3.98312
H 3.05254 1.24973 -3.47802
H 1.76517 1.41568 -2.28089
H 1.17857 -3.33390 -1.35965
H 2.30926 -4.68316 -1.50724
H 2.11546 -3.55817 -2.84654
H 2.51935 -2.75640 0.90393
H 4.28576 -2.86502 0.81171
H 3.29773 -4.27777 0.43404
H 4.56070 -2.83613 -2.90812
H 4.69624 -4.22648 -1.82655
H 5.44899 -2.69901 -1.38078
H 4.37581 -0.69274 1.02948
H 5.76034 0.30583 0.56008
H 5.62439 -1.34200 -0.03752
H 2.87349 1.57161 -0.21300
H 3.79975 2.16121 -1.60309
H 4.57809 2.02414 -0.02805
H 5.52383 -0.91202 -2.51848
H 6.17056 0.61595 -1.91888
H 4.84303 0.62347 -3.07440
N -2.64680 -2.53264 -2.25444
C -2.48402 -3.84004 -1.99452
N -3.15754 -4.73234 -2.74989
N -1.72812 -4.28976 -1.03032
C -1.04364 -3.44130 -0.30188
N -0.44403 -2.68602 0.33754
H -3.32142 -2.20448 -2.92057
H -2.23698 -1.86007 -1.62034
H -3.56711 -4.45864 -3.62307
H -2.90313 -5.69609 -2.62925
*
```

E_LUMO	0.1259	eV
F_max	0.89	eV/Å
E_tot	-7461.88925	hartree
M	903.618	g/mol
relative energy (zero: lowest compared OMol25 entry of this formula, charge and spin)	0.0	kJ/mol
gap between HOMO and LUMO	6.9	eV